114
Properties=species:S:1:pos:R:3:forces:R:3:mulliken_spin:R:1 method="wB97M-V/def2-TZVPD" largest_force_ev_per_a=1.48 homo_lumo_gap_ev="6.332 / 5.939" charge=+2 total_energy_ha=-3365.7097 e_lumo_ev="-7.371 / -7.799" spin_multiplicity=2 homo_ev="-13.7 / -13.7"
Re 0.268055 0.430225 1.178564 -0.8 0.2 -1.2 0.925
C -1.301861 3.392784 3.973011 0.1 0.0 0.0 0.004
C -1.091700 2.328819 2.967317 0.0 -0.1 -0.2 0.060
N 0.057693 2.000153 2.472262 0.1 0.0 0.3 -0.044
O 1.165492 2.560791 3.007437 -0.1 0.0 0.0 -0.003
B 1.691751 1.654339 4.115465 0.0 0.0 0.0 0.023
F 2.751886 2.272338 4.661049 0.1 0.1 0.1 0.000
F 0.638977 1.334173 4.949790 -0.1 0.0 0.1 0.000
O 2.206065 0.363650 3.507804 0.0 -0.1 -0.1 -0.018
N 1.312897 -0.359255 2.806574 0.4 0.0 0.4 -0.002
C 1.269720 -1.631531 3.054498 0.1 0.1 0.0 0.070
C 1.992351 -2.295075 4.169257 0.0 0.0 0.0 -0.008
C 0.442653 -2.366481 2.107222 -0.2 -0.1 -0.1 0.017
N 0.082609 -1.669376 1.066042 0.1 -0.1 0.3 0.047
O -0.831254 -2.233904 0.211328 0.0 0.1 0.1 0.039
B -2.952313 -1.601391 1.788177 -0.3 0.4 0.1 0.001
F -2.368183 -1.907632 2.931180 0.3 -0.2 0.1 0.000
F -3.828769 -2.385219 1.229938 0.0 -0.2 -0.2 0.000
O -2.800174 -0.340378 1.246779 0.3 0.4 0.2 0.004
N -1.805247 0.477280 1.789128 -0.2 -0.2 0.0 -0.032
C -2.213588 1.487055 2.479011 0.0 -0.1 -0.1 0.080
C -3.616886 1.783539 2.847565 0.0 0.0 -0.1 0.001
C 0.026396 -3.760924 2.411970 -0.1 0.1 0.0 0.007
H -1.612911 2.945573 4.919244 0.0 0.0 0.0 0.004
H -2.094273 4.062674 3.638534 0.0 0.0 0.0 0.002
H -0.384533 3.948767 4.138762 0.0 0.0 0.0 -0.001
H 2.712170 -1.616616 4.616077 0.0 0.0 0.0 0.000
H 2.500089 -3.191983 3.814560 0.0 0.0 0.0 0.004
H 1.278483 -2.601066 4.937433 0.0 0.0 0.0 0.004
H -4.317014 1.222724 2.236116 0.0 0.0 0.0 0.000
H -3.808679 2.848236 2.730469 0.0 0.0 0.0 0.001
H -3.771500 1.535241 3.901181 0.0 0.0 0.0 0.004
H 0.821601 -4.460886 2.151292 0.0 0.0 0.0 0.000
H -0.875382 -4.037519 1.874603 0.0 0.0 0.0 0.000
H -0.160122 -3.853413 3.480783 0.0 0.0 0.0 -0.001
C 5.127243 1.836709 0.515595 0.0 0.0 0.0 0.000
C 3.674486 1.951589 0.986923 0.0 0.0 0.0 0.014
C 3.178867 3.372611 0.738718 0.0 0.0 0.0 0.007
P 2.550691 0.671629 0.228107 0.1 0.2 0.0 0.023
C 3.640088 -0.780040 -0.062983 0.0 0.0 0.0 -0.009
C 3.021151 -1.842665 -0.958255 0.0 0.0 -0.1 0.003
C 4.140592 -1.382402 1.252719 0.0 0.0 0.0 0.008
C 2.078290 1.302752 -1.395423 -0.2 0.1 0.0 -0.040
C 2.949157 1.489832 -2.452834 0.0 0.1 -0.1 -0.002
C 2.537980 2.130547 -3.625637 0.0 0.0 0.1 -0.031
C 3.497578 2.353691 -4.753279 0.0 0.0 0.0 0.002
C 1.221566 2.584082 -3.699842 0.1 0.0 0.0 0.015
C 0.326327 2.384527 -2.664421 0.0 -0.1 0.1 -0.047
C 0.743724 1.721078 -1.510346 0.3 0.1 -0.3 0.000
N -0.154612 1.439781 -0.457824 0.1 -0.3 0.6 -0.177
C -1.431332 2.145352 -0.542150 0.0 0.0 0.2 0.072
C -2.547056 1.499787 -1.084126 0.0 0.0 0.1 0.004
C -2.447278 0.178120 -1.785202 0.0 0.0 0.0 0.003
C -3.770859 2.149263 -1.006928 0.0 0.0 0.0 -0.007
C -3.911439 3.410668 -0.436559 0.1 0.0 0.0 0.005
C -5.253631 4.077250 -0.371351 0.0 0.0 0.0 0.000
C -2.763518 4.050967 0.014160 -0.1 -0.1 0.0 0.004
C -1.509890 3.451851 -0.051722 0.0 0.0 0.0 -0.017
C -0.300728 4.264995 0.311157 0.0 -0.1 0.0 0.015
H 5.695300 2.630313 1.000488 0.0 0.0 0.0 0.000
H 5.218993 1.993594 -0.559701 0.0 0.0 -0.1 0.000
H 5.603941 0.897278 0.779201 0.0 -0.1 0.0 0.000
H 3.627051 1.745787 2.059792 0.0 0.0 0.0 0.000
H 3.151975 3.611424 -0.325201 0.0 0.0 0.0 0.000
H 3.870372 4.064810 1.217774 0.0 0.0 0.0 0.001
H 2.205166 3.546924 1.181114 0.1 0.0 0.0 -0.001
H 4.494729 -0.349250 -0.592394 0.0 0.0 0.0 -0.006
H 2.119633 -2.260381 -0.510752 0.0 0.0 0.0 0.002
H 3.729786 -2.661672 -1.085498 0.0 0.0 0.0 0.000
H 2.770410 -1.462980 -1.947325 0.0 0.0 0.0 0.000
H 3.373902 -2.020303 1.688792 0.0 -0.1 0.0 -0.003
H 4.428299 -0.641182 1.996282 0.0 0.0 0.0 0.001
H 5.007311 -2.012852 1.053360 0.0 0.0 0.0 0.000
H 3.974089 1.149724 -2.378428 0.1 0.0 0.0 -0.001
H 4.282656 1.600364 -4.763292 0.0 0.0 0.0 0.000
H 3.975583 3.329771 -4.652262 0.0 0.0 0.0 -0.005
H 2.987106 2.339699 -5.713860 0.0 0.0 0.0 -0.001
H 0.886007 3.090962 -4.594486 0.0 0.0 0.0 -0.002
H -0.696478 2.721371 -2.754975 0.0 0.0 0.0 0.000
H -2.128117 -0.619905 -1.117586 0.0 0.0 0.0 0.003
H -1.731559 0.225581 -2.605734 0.0 0.0 0.0 0.000
H -3.411895 -0.097577 -2.205688 0.0 0.0 0.0 0.000
H -4.639649 1.655072 -1.423392 -0.1 0.0 0.0 0.000
H -5.538891 4.457006 -1.352984 0.0 0.0 0.0 0.001
H -5.247710 4.918596 0.318738 0.0 0.0 0.0 0.000
H -6.026793 3.375861 -0.059897 0.0 0.0 0.0 0.000
H -2.831910 5.061333 0.399217 0.0 0.1 0.0 0.000
H -0.039153 4.925236 -0.518571 0.0 0.0 0.0 0.000
H 0.566718 3.648864 0.520560 -0.1 0.0 0.0 -0.012
H -0.490513 4.900215 1.175886 0.0 0.0 0.0 0.001
C -4.288831 -6.190953 -0.702427 0.0 0.0 0.0 0.000
C -4.281675 -5.039490 -1.476323 0.0 0.0 0.0 0.000
C -3.141855 -4.255519 -1.539277 0.0 0.0 0.0 0.000
C -1.995072 -4.607369 -0.817790 0.0 0.0 0.0 0.000
C -2.021637 -5.773263 -0.045756 0.0 0.0 0.0 0.001
C -3.159118 -6.561988 0.011061 0.0 0.0 0.0 0.000
Si -0.500756 -3.544738 -0.907378 0.0 0.0 0.0 -0.008
C -0.193835 -2.861380 -2.593433 0.0 0.0 0.0 -0.003
C -0.339701 -3.728498 -3.681812 0.0 0.0 0.0 0.001
C -0.070231 -3.298218 -4.971030 0.0 0.0 0.0 0.000
C 0.343389 -1.992310 -5.193198 0.0 0.0 0.0 0.000
C 0.491485 -1.118520 -4.125410 0.0 0.0 0.0 -0.004
C 0.227102 -1.556542 -2.837806 0.0 0.0 0.1 -0.013
H -5.175701 -6.808073 -0.663980 0.0 0.0 0.0 0.000
H -5.161596 -4.762163 -2.039650 0.0 0.0 0.0 0.000
H -3.139593 -3.370869 -2.164517 0.0 0.0 0.0 0.000
H -1.139226 -6.087560 0.498246 0.1 0.0 0.0 0.000
H -3.162381 -7.468479 0.599228 0.0 0.0 0.0 0.000
H 0.701077 -4.189087 -0.340264 0.0 0.0 0.1 0.000
H -0.673208 -4.746413 -3.526744 0.0 -0.1 0.0 0.000
H -0.188125 -3.978475 -5.802116 0.0 0.0 0.0 0.000
H 0.547086 -1.655747 -6.199868 0.0 0.0 0.0 0.000
H 0.810092 -0.098198 -4.298336 0.0 0.0 0.0 0.004
H 0.344021 -0.867557 -2.009497 0.0 0.0 0.0 0.014

***

116
Properties=species:S:1:pos:R:3:forces:R:3:mulliken_spin:R:1 method="wB97M-V/def2-TZVPD" largest_force_ev_per_a=2.02 homo_lumo_gap_ev="6.224 / 7.688" charge=-1 total_energy_ha=-4670.3947 e_lumo_ev="2.148 / 2.148" spin_multiplicity=8 homo_ev="-4.1 / -5.5"
Eu -0.677869 0.175251 0.650467 -0.3 -0.6 0.3 6.951
N -2.117766 2.405169 1.165404 0.6 0.9 0.2 0.002
C -1.885340 3.623624 0.321635 1.0 -1.1 1.2 0.000
C -1.364336 3.158665 -1.022729 -0.9 -1.2 -0.7 0.004
N -0.181407 2.295410 -1.000755 -0.4 -0.3 -0.6 0.001
C 1.040931 3.019379 -0.821747 0.9 0.0 1.1 -0.007
C 1.361229 3.139320 0.690303 -1.0 0.0 -0.1 0.006
N 1.415251 1.776373 1.215782 0.1 0.2 0.4 -0.002
H -2.808710 1.807931 0.726810 -0.4 0.0 0.0 -0.004
H -2.341905 2.604057 2.142628 -0.1 0.1 -0.6 0.003
H -1.164324 4.290746 0.859199 -0.8 -0.4 -0.5 -0.001
H -2.801117 4.141927 0.121001 -0.6 0.6 0.0 0.000
H -1.213892 4.032261 -1.655433 0.0 0.2 -0.3 0.000
H -2.169751 2.508180 -1.466183 0.6 0.9 0.2 -0.001
H -0.134887 1.753294 -1.875138 -0.1 0.1 0.3 -0.006
H 1.041674 3.969157 -1.343367 -0.1 0.6 0.0 -0.001
H 1.887125 2.488007 -1.269243 -0.2 -0.2 0.1 0.003
H 0.557134 3.629760 1.282095 0.5 0.0 -0.6 -0.001
H 2.265583 3.714573 0.857006 0.4 0.1 -0.1 0.000
H 1.729179 1.804417 2.179777 0.1 -0.3 -0.1 0.000
H 2.005602 1.169842 0.647838 0.2 0.0 0.3 -0.001
O -4.542672 -0.954154 -1.853021 0.2 0.1 -0.7 0.000
P -3.190797 -0.088409 -2.007085 0.2 0.4 0.9 -0.002
O -3.406388 1.079329 -2.940318 0.0 -1.0 0.7 0.000
O -2.792621 0.257292 -0.554633 0.2 -0.5 -1.5 0.016
O -2.120492 -1.118789 -2.662576 0.2 0.6 0.1 -0.001
P -0.894500 -0.771885 -3.810649 0.5 -1.2 0.6 0.006
O -1.604186 0.315803 -4.665800 -0.5 0.6 -0.9 0.000
O -0.617542 -2.007541 -4.581258 0.0 0.4 0.6 0.000
O 0.249690 -0.078986 -3.079124 0.1 -0.3 0.3 0.009
H -4.454520 -1.762605 -1.329627 0.2 0.2 0.0 0.000
H -2.368783 0.672493 -4.158816 -0.4 0.6 0.0 0.000
C -1.973117 -3.879118 0.398789 0.7 0.6 0.4 0.016
C -3.407834 -3.428208 0.537946 0.8 0.5 1.1 -0.017
C -4.394239 -4.135697 -0.095048 0.1 -0.8 -1.1 -0.001
C -5.713304 -3.745599 -0.103716 0.0 0.2 -0.1 -0.001
C -6.070049 -2.637000 0.628921 -0.7 0.8 0.4 0.000
C -5.150629 -1.919572 1.384251 0.6 0.2 0.3 -0.002
C -5.636606 -0.695868 2.205978 0.8 -1.8 -0.1 0.002
C -3.803243 -2.341220 1.333776 0.5 1.0 1.1 0.003
N -2.839675 -1.567177 2.127360 -0.7 -0.3 -1.0 -0.001
C -2.418707 -1.978248 3.256265 -0.8 -0.9 -1.4 0.016
C -2.797617 -3.304966 3.824538 -0.7 -1.4 -1.1 -0.001
C -1.569880 -1.052066 4.042548 -0.1 -0.1 0.8 0.021
C -1.384606 -1.468210 5.519399 0.2 0.6 -1.6 0.001
N -1.269449 0.043798 3.477065 0.3 -0.3 0.2 -0.021
C -0.930032 1.132997 4.286967 -0.7 -0.4 0.5 0.015
C 0.363531 1.412540 4.685239 0.7 0.4 -0.5 -0.014
C 1.450842 0.427250 4.356271 1.0 0.2 0.4 -0.001
C 0.603873 2.622126 5.328998 -0.4 0.5 0.0 0.001
C -0.461417 3.456811 5.653541 -0.1 -0.2 0.2 0.000
C -1.770338 3.047520 5.409589 0.2 0.1 -0.8 0.000
C -2.048078 1.870262 4.702929 1.0 1.0 0.2 -0.008
C -3.413129 1.422479 4.294732 0.7 -1.3 0.2 0.004
H -1.341455 -3.833095 1.311968 -0.5 0.4 -0.5 -0.003
H -1.453561 -3.344640 -0.421144 -0.2 0.0 0.5 -0.003
H -1.942310 -4.915979 0.138163 -0.2 -0.7 -0.4 0.000
H -4.081422 -5.011808 -0.661748 -0.1 0.1 0.0 0.000
H -6.405306 -4.254010 -0.746177 -0.4 -0.2 0.0 0.000
H -7.091368 -2.247055 0.648103 0.2 -0.4 -0.2 0.000
H -5.082329 -0.640994 3.167308 -0.4 0.1 -0.6 0.000
H -6.694005 -0.891518 2.395909 0.1 0.5 0.1 0.000
H -5.465915 0.188818 1.606342 -0.1 0.4 0.1 0.000
H -3.314668 -4.005549 3.080515 0.5 1.4 0.9 0.000
H -3.425740 -3.212965 4.699956 -0.2 0.0 0.3 0.000
H -1.903963 -3.842697 4.072823 0.6 -0.2 0.5 0.000
H -2.320077 -1.862220 5.865714 -0.4 0.0 0.5 0.000
H -1.001592 -0.684999 6.155888 0.0 0.3 0.1 0.000
H -0.675726 -2.278517 5.486089 0.3 -0.4 0.1 0.000
H 1.251924 -0.112592 3.431887 -0.1 -0.2 0.1 0.006
H 1.533377 -0.282174 5.197590 -0.1 -0.1 -0.5 0.000
H 2.475189 0.875119 4.268174 -0.9 0.0 0.1 0.000
H 1.607534 2.978287 5.514183 0.2 -0.3 0.1 0.000
H -0.297983 4.430243 6.119696 0.1 -0.3 -0.1 0.000
H -2.540410 3.767585 5.610970 -0.5 0.0 0.3 0.000
H -3.794582 0.631633 4.954206 0.1 0.0 0.1 0.000
H -3.415134 0.959671 3.305625 0.0 0.3 0.0 0.001
H -4.094928 2.209430 4.350786 -1.2 1.4 0.0 0.000
O 0.614680 -3.685767 3.020246 0.2 -0.3 -0.1 0.001
N 0.206340 -2.540594 2.902865 -0.3 0.3 0.4 0.004
O 0.413473 -1.945891 1.818229 0.1 0.1 -0.2 0.000
S 1.852169 -1.014188 -0.460079 0.3 -0.3 0.0 0.005
Sb 2.780942 -0.521492 -2.456009 0.5 0.7 -0.5 0.000
C 2.860756 1.344854 -3.565764 -0.2 0.5 0.4 0.000
C 3.701641 2.378290 -3.091566 -0.4 -1.3 -0.7 0.000
C 3.933992 3.450925 -3.921057 -0.5 1.4 0.3 0.000
C 3.267183 3.633359 -5.144067 0.7 0.2 0.0 0.000
C 2.366189 2.681692 -5.547358 0.0 -0.8 0.1 0.000
C 2.151270 1.565316 -4.740846 -0.1 -0.7 0.0 0.002
C 4.923385 -0.249029 -1.893104 -1.4 -0.2 0.0 0.001
C 5.850137 -0.235403 -2.900843 0.6 -0.2 -1.5 0.000
C 7.100128 0.326780 -2.775134 0.9 0.7 0.6 0.000
C 7.465782 0.957254 -1.575884 -0.1 -0.9 -0.2 0.000
C 6.581785 0.797864 -0.523088 0.5 0.7 0.9 0.000
C 5.343063 0.213881 -0.658807 -0.4 0.1 -0.2 0.000
C 3.020794 -2.042050 -3.928208 -0.7 0.6 1.1 0.000
C 2.732487 -3.338522 -3.531014 1.1 0.2 -1.4 0.000
C 2.946932 -4.329062 -4.468503 -1.0 -0.7 0.6 0.000
C 3.288353 -4.031315 -5.758791 0.6 -0.5 -0.9 0.000
C 3.606221 -2.745245 -6.146108 -0.2 1.0 0.5 0.000
C 3.436773 -1.723643 -5.204026 0.3 -0.6 -0.2 0.001
H 4.150724 2.260009 -2.112969 0.3 0.3 -0.1 0.000
H 4.479358 4.300451 -3.529320 0.4 -0.1 -0.1 0.000
H 3.496578 4.502392 -5.775363 -0.1 -0.4 0.4 0.000
H 1.850079 2.671598 -6.495897 -0.1 0.5 -0.1 0.000
H 1.407141 0.847502 -5.071661 0.1 -0.1 0.1 0.000
H 5.669555 -0.630987 -3.897793 -0.5 -0.1 0.2 0.000
H 7.774432 0.283406 -3.625096 0.0 0.2 0.1 0.000
H 8.421882 1.445343 -1.397356 -0.2 -0.1 -0.3 0.000
H 6.826973 1.181844 0.466706 0.1 0.0 -0.2 0.000
H 4.703118 0.212429 0.201615 -0.5 -0.2 0.2 -0.001
H 2.459572 -3.582808 -2.550201 -0.5 -0.2 1.3 0.000
H 2.742563 -5.373147 -4.240268 0.0 0.2 0.2 0.000
H 3.338822 -4.880542 -6.428580 0.2 0.2 -0.3 0.000
H 3.983755 -2.437403 -7.112267 -0.2 -0.5 -0.2 0.000
H 3.659494 -0.700840 -5.454237 0.0 0.2 -0.2 0.000